1.
{
  "formula": "C12H28N4O4",
  "method": "ωB97M-V/def2-TZVPD",
  "homo_lumo_gap_ev": 9.47,
  "homo_ev": -9.3,
  "relative_energy_kcal_mol": 90.1,
  "molar_mass_g_mol": 292.4,
  "species": ["C", "N", "C", "C", "O", "H", "H", "H", "H", "H", "H", "H", "C", "N", "C", "C", "O", "H", "H", "H", "H", "H", "H", "H", "C", "N", "C", "C", "O", "H", "H", "H", "H", "H", "H", "H", "C", "N", "C", "C", "O", "H", "H", "H", "H", "H", "H", "H"],
  "xyz": [[-4.04, -1.95, 3.64], [-4.18, -3.38, 3.49], [-2.95, -4.13, 3.55], [-5.42, -3.95, 3.40], [-5.68, -5.13, 3.06], [-3.36, -1.60, 2.86], [-3.71, -1.68, 4.64], [-5.01, -1.47, 3.66], [-2.50, -4.10, 4.55], [-3.00, -5.15, 3.17], [-2.23, -3.65, 2.89], [-6.16, -3.14, 3.51], [3.67, 3.11, 0.22], [4.05, 1.67, 0.17], [4.97, 1.34, -0.90], [3.42, 0.73, 0.80], [3.44, -0.48, 0.54], [3.13, 3.32, 1.14], [2.91, 3.37, -0.51], [4.52, 3.74, -0.03], [5.39, 0.33, -0.85], [4.53, 1.51, -1.88], [5.90, 1.91, -0.95], [2.93, 1.04, 1.74], [0.46, 0.07, -2.95], [1.56, -0.03, -3.86], [1.87, 1.20, -4.55], [2.24, -1.17, -4.04], [3.21, -1.40, -4.71], [0.33, -0.70, -2.19], [-0.50, 0.00, -3.46], [0.55, 1.04, -2.45], [1.84, 2.10, -3.94], [2.84, 1.10, -5.04], [1.05, 1.28, -5.27], [1.63, -1.94, -3.54], [-0.26, 0.69, 0.52], [-1.61, 1.23, 0.50], [-1.89, 2.11, -0.64], [-2.52, 1.20, 1.49], [-3.64, 1.74, 1.45], [0.09, 0.17, 1.41], [0.58, 1.34, 0.28], [-0.15, 0.03, -0.35], [-2.85, 2.59, -0.45], [-1.07, 2.76, -0.94], [-2.12, 1.60, -1.58], [-2.26, 0.70, 2.44]]
}

2.
{
  "formula": "C7H5N4O3S",
  "method": "ωB97M-V/def2-TZVPD",
  "homo_lumo_gap_ev": [6.24, 6.23],
  "homo_ev": [-3.5, -3.5],
  "charge": -1,
  "relative_energy_kcal_mol": 13.1,
  "molar_mass_g_mol": 225.2,
  "species": ["C", "C", "C", "C", "C", "C", "C", "N", "N", "N", "N", "O", "O", "O", "S", "H", "H", "H", "H", "H"],
  "xyz": [[-2.89, -0.43, -0.48], [-2.13, 0.66, -0.22], [-2.38, -1.75, -0.23], [-0.82, 0.38, 0.17], [1.06, -1.19, 0.61], [2.42, 0.06, -0.87], [2.34, 1.14, 0.29], [-1.19, -1.98, 0.12], [-0.33, -0.96, 0.27], [1.21, 0.88, 1.11], [0.07, 1.35, 0.42], [1.83, -1.06, -0.53], [1.50, -1.95, 1.44], [3.08, 0.03, -1.89], [-0.19, 2.99, 0.33], [-3.91, -0.41, -0.65], [-2.39, 1.65, -0.21], [-3.03, -2.53, -0.24], [2.44, 2.08, -0.21], [3.34, 1.06, 0.75]]
}

Copy entry 2 word for word.
{
  "formula": "C7H5N4O3S",
  "method": "ωB97M-V/def2-TZVPD",
  "homo_lumo_gap_ev": [6.24, 6.23],
  "homo_ev": [-3.5, -3.5],
  "charge": -1,
  "relative_energy_kcal_mol": 13.1,
  "molar_mass_g_mol": 225.2,
  "species": ["C", "C", "C", "C", "C", "C", "C", "N", "N", "N", "N", "O", "O", "O", "S", "H", "H", "H", "H", "H"],
  "xyz": [[-2.89, -0.43, -0.48], [-2.13, 0.66, -0.22], [-2.38, -1.75, -0.23], [-0.82, 0.38, 0.17], [1.06, -1.19, 0.61], [2.42, 0.06, -0.87], [2.34, 1.14, 0.29], [-1.19, -1.98, 0.12], [-0.33, -0.96, 0.27], [1.21, 0.88, 1.11], [0.07, 1.35, 0.42], [1.83, -1.06, -0.53], [1.50, -1.95, 1.44], [3.08, 0.03, -1.89], [-0.19, 2.99, 0.33], [-3.91, -0.41, -0.65], [-2.39, 1.65, -0.21], [-3.03, -2.53, -0.24], [2.44, 2.08, -0.21], [3.34, 1.06, 0.75]]
}